No. 1
{"formula": "C2H5BO", "method": "ωB97M-V/def2-TZVPD", "symbols": ["B", "C", "C", "O", "H", "H", "H", "H", "H"], "positions_angstrom": [[1.18, 0.43, 0.50], [-1.22, -0.27, 0.11], [0.08, -0.21, -0.53], [-1.54, -0.36, 1.27], [1.68, 1.42, 0.14], [-0.13, 0.36, -1.50], [-1.93, -0.35, -0.70], [0.33, -1.19, -0.99], [1.55, 0.17, 1.70]], "gap_ha": 0.3659, "smiles": "BCC=O", "e_above_lowest_ev": 3.222, "largest_force_ev_per_a": 2.7}


No. 2
{"formula": "C4H8O", "method": "ωB97M-V/def2-TZVPD", "symbols": ["C", "C", "C", "C", "O", "H", "H", "H", "H", "H", "H", "H", "H"], "positions_angstrom": [[1.64, 0.52, -0.55], [0.17, 0.59, -0.16], [-0.40, -0.70, 0.39], [-2.04, -0.54, 0.53], [-2.70, 0.32, -0.02], [1.80, -0.25, -1.32], [2.27, 0.27, 0.31], [1.99, 1.47, -0.95], [0.03, 1.39, 0.58], [-0.43, 0.88, -1.03], [-0.24, -1.55, -0.30], [0.09, -1.00, 1.35], [-2.18, -1.39, 1.19]], "gap_ha": 0.3905, "smiles": "CCCC=O", "e_above_lowest_ev": 0.991, "largest_force_ev_per_a": 4.1}


Please write out number 1 again, unchanged.
{"formula": "C2H5BO", "method": "ωB97M-V/def2-TZVPD", "symbols": ["B", "C", "C", "O", "H", "H", "H", "H", "H"], "positions_angstrom": [[1.18, 0.43, 0.50], [-1.22, -0.27, 0.11], [0.08, -0.21, -0.53], [-1.54, -0.36, 1.27], [1.68, 1.42, 0.14], [-0.13, 0.36, -1.50], [-1.93, -0.35, -0.70], [0.33, -1.19, -0.99], [1.55, 0.17, 1.70]], "gap_ha": 0.3659, "smiles": "BCC=O", "e_above_lowest_ev": 3.222, "largest_force_ev_per_a": 2.7}


Repeat the second record exactly.
{"formula": "C4H8O", "method": "ωB97M-V/def2-TZVPD", "symbols": ["C", "C", "C", "C", "O", "H", "H", "H", "H", "H", "H", "H", "H"], "positions_angstrom": [[1.64, 0.52, -0.55], [0.17, 0.59, -0.16], [-0.40, -0.70, 0.39], [-2.04, -0.54, 0.53], [-2.70, 0.32, -0.02], [1.80, -0.25, -1.32], [2.27, 0.27, 0.31], [1.99, 1.47, -0.95], [0.03, 1.39, 0.58], [-0.43, 0.88, -1.03], [-0.24, -1.55, -0.30], [0.09, -1.00, 1.35], [-2.18, -1.39, 1.19]], "gap_ha": 0.3905, "smiles": "CCCC=O", "e_above_lowest_ev": 0.991, "largest_force_ev_per_a": 4.1}